1.
60
Properties=species:S:1:pos:R:3:forces:R:3:mulliken_charge:R:1 method="wB97M-V/def2-TZVPD" e_above_lowest_ev=0.766 spin_multiplicity=1 lumo_energy_ev=0.47 total_charge=0 smiles="COc1cccc(/C=C/C(=O)OCC(=O)c2cc(C)n(C[C@H]3CCCO3)c2C)c1OC"
C 9.970122 0.366171 0.672734 0.2 -0.1 0.0 -0.980
H 10.416609 -0.087934 -0.217875 0.0 0.0 0.0 0.367
O 8.641544 0.761504 0.443989 -0.5 -0.1 -0.2 -0.381
C 7.709021 -0.199630 0.134101 0.1 0.1 0.1 1.141
C 8.030742 -1.542453 -0.004374 0.1 0.1 0.0 -0.520
C 7.066695 -2.477057 -0.349173 0.0 0.0 -0.1 -1.028
C 5.768585 -2.079770 -0.566183 0.0 0.2 0.0 -0.806
C 5.404080 -0.739526 -0.425993 0.7 0.0 0.2 0.702
C 6.376661 0.214326 -0.061113 -0.2 -0.2 -0.1 0.213
O 5.922422 1.494664 0.019019 0.1 -0.4 -0.3 -0.450
C 6.628053 2.487692 0.728870 0.1 0.5 0.2 -0.809
H 6.911659 2.146056 1.726709 0.0 0.0 -0.1 0.345
H 5.929959 3.320866 0.816863 0.1 -0.1 0.0 0.284
H 7.519993 2.816352 0.192330 -0.1 0.0 0.1 0.229
C 4.036058 -0.295465 -0.618374 -0.7 0.1 -0.2 0.028
C 3.076279 -0.964351 -1.268746 0.4 0.1 0.2 -0.755
C 1.703180 -0.472054 -1.421704 -0.3 -0.1 -0.2 0.551
O 0.840741 -1.061799 -2.032027 0.2 0.1 0.1 -0.645
O 1.503020 0.730742 -0.848744 0.1 0.2 0.1 -0.319
C 0.164539 1.181501 -0.855747 -0.1 -0.3 -0.1 -0.942
H 0.190676 2.226124 -0.540093 0.0 -0.1 0.0 0.514
C -0.692969 0.356607 0.114551 0.3 0.1 -0.1 0.721
O -0.179317 -0.480994 0.827611 0.1 0.1 0.0 -0.727
C -2.104530 0.672040 0.083404 -0.7 -0.2 0.3 0.881
C -3.110732 -0.018340 0.750993 0.7 0.0 0.0 0.489
N -4.294877 0.577884 0.460567 0.3 0.2 0.0 0.343
C -4.082858 1.637592 -0.392220 0.1 0.4 -0.3 0.551
C -2.745698 1.720027 -0.639266 -0.1 -0.1 0.1 -0.894
H -2.269875 2.451065 -1.260923 0.0 0.2 -0.2 0.465
C -5.196088 2.483802 -0.897160 0.0 -0.1 0.0 -1.511
H -5.952480 1.866579 -1.379431 -0.1 0.1 0.0 0.253
H -5.666064 3.042074 -0.085447 -0.1 0.1 0.0 0.281
H -4.806914 3.195095 -1.619726 0.0 0.1 0.0 0.376
C -5.576969 0.115394 0.914966 -0.4 -0.4 -0.2 -1.642
H -5.449372 -0.345657 1.896648 0.0 0.1 -0.1 0.355
H -6.249629 0.970186 1.010757 0.0 -0.1 0.1 0.326
C -6.206773 -0.908895 -0.064492 0.2 -0.1 0.4 0.540
C -7.196927 -1.850011 0.629505 0.0 0.1 -0.2 -0.770
H -7.294332 -2.769322 0.051147 0.0 0.0 0.0 0.350
C -8.492436 -1.045476 0.557050 0.1 0.1 -0.1 -0.612
H -8.532667 -0.316824 1.367345 -0.1 0.0 0.0 0.254
C -8.346983 -0.344670 -0.795132 -0.4 0.0 -0.1 -0.549
H -8.812804 -0.930400 -1.597082 0.0 0.1 0.1 0.332
O -6.955725 -0.247659 -1.069642 0.2 0.0 -0.1 -0.469
H -8.782447 0.659404 -0.801663 0.0 -0.1 0.0 0.268
H -9.382911 -1.667448 0.600836 -0.1 0.0 0.0 0.403
H -6.902036 -2.102164 1.644956 0.0 -0.1 0.0 0.387
H -5.395885 -1.449365 -0.565578 -0.1 0.0 0.1 0.477
C -2.997811 -1.203225 1.638167 0.0 0.0 0.0 -1.648
H -1.962223 -1.530058 1.645648 -0.1 0.0 0.0 0.409
H -3.629484 -2.020054 1.289513 -0.1 -0.1 0.0 0.303
H -3.288410 -0.954458 2.660282 0.0 0.0 0.1 0.320
H -0.259474 1.097157 -1.862678 0.0 0.1 0.2 0.409
H 3.246895 -1.920091 -1.741636 0.0 -0.1 0.0 0.337
H 3.799256 0.674210 -0.205022 -0.1 0.0 0.0 0.553
H 5.015211 -2.806344 -0.821404 -0.1 -0.1 0.0 0.318
H 7.346731 -3.514584 -0.447368 0.0 -0.1 0.0 0.369
H 9.045043 -1.873586 0.147940 0.1 0.0 0.0 0.389
H 10.047334 -0.328533 1.515492 0.0 0.0 0.0 0.377
H 10.506599 1.283067 0.914021 0.0 -0.1 0.0 0.248

=====

2.
55
Properties=species:S:1:pos:R:3:forces:R:3:mulliken_charge:R:1 method="wB97M-V/def2-TZVPD" e_above_lowest_ev=2.415 spin_multiplicity=1 lumo_energy_ev=-4.87 total_charge=+1
C 5.580347 -1.071932 2.600382 0.5 -0.1 0.4 -1.344
C 4.150294 -0.759560 2.252143 -0.2 0.7 0.2 0.961
C 3.874517 0.177233 1.244308 -0.4 -0.4 0.4 -0.792
C 2.552781 0.482858 0.922211 0.0 0.4 -0.3 -0.656
C 1.441213 -0.038212 1.608073 -0.4 -0.1 0.1 0.790
C 0.010228 0.453694 1.149645 0.3 0.0 -0.1 -0.640
C -1.392473 -0.070228 1.586580 0.3 0.2 0.6 0.642
C -2.496328 0.474597 0.918164 -0.1 0.2 -0.4 -0.545
C -3.816491 0.208045 1.261104 0.5 -0.5 0.5 -0.800
C -4.090494 -0.683017 2.311358 0.2 0.4 0.0 0.986
C -5.520482 -1.006015 2.654096 -0.4 -0.2 0.3 -1.359
C -3.013869 -1.127567 3.089884 -0.3 0.4 -0.4 -0.977
C -1.695338 -0.783204 2.751068 -0.1 -0.2 0.0 -0.199
C 1.750651 -0.844883 2.713047 0.1 0.1 -0.1 -0.151
C 3.074328 -1.196134 3.033645 0.1 0.3 -0.3 -1.016
H 5.638529 -1.734035 3.472147 0.0 0.0 -0.2 0.360
H 6.160705 -1.536091 1.786678 -0.4 0.1 0.2 0.325
H 6.129307 -0.158428 2.884540 -0.2 -0.2 -0.2 0.308
H 4.720180 0.695147 0.786402 -0.4 -0.2 -0.2 0.375
H 2.384256 1.198759 0.119291 -0.1 -0.1 0.0 0.360
H 0.019808 0.552493 0.034411 0.0 -0.4 0.8 0.405
H -2.307832 1.190883 0.124952 0.0 -0.1 -0.2 0.409
H -4.647242 0.704979 0.768984 0.2 -0.1 -0.2 0.392
H -5.565000 -1.688142 3.513194 0.0 0.1 -0.2 0.352
H -6.087107 -0.101278 2.937322 0.3 -0.3 -0.2 0.300
H -6.076613 -1.479943 1.826371 0.4 0.2 0.2 0.323
H -3.250477 -1.685284 4.000665 0.3 0.1 -0.3 0.286
H -0.920509 -1.042968 3.454647 0.1 -0.3 -0.1 0.256
H 0.965084 -1.179212 3.373208 0.0 -0.2 0.0 0.185
H 3.309023 -1.742671 3.951839 -0.3 -0.1 -0.4 0.280
C -5.137619 8.519929 3.581303 0.0 -0.2 -0.1 -0.819
O -4.878905 7.314043 2.844025 1.4 -0.7 0.4 -0.397
C -3.726679 6.638282 3.127977 0.3 0.2 0.3 0.651
C -3.469852 5.437391 2.411701 0.0 0.6 0.5 -0.569
C -2.331827 4.697311 2.650210 0.9 0.0 0.5 -0.331
C -1.378683 5.145569 3.597353 0.4 0.7 0.9 0.915
Si 0.248313 4.523670 4.221532 -1.1 -1.2 -1.3 0.296
H -0.059147 1.491429 1.474299 0.3 0.4 0.0 0.195
C 1.810828 5.064185 3.364202 -0.1 -0.2 0.3 -0.932
C 0.180754 3.263032 5.601764 0.3 0.2 -0.3 -0.927
C -1.631502 6.337259 4.338233 -0.1 -0.6 -0.6 -0.863
C -2.786213 7.076548 4.104158 -0.6 0.1 -0.3 -0.646
H -6.085584 8.834334 3.159820 0.0 0.3 0.2 0.239
H -5.231131 8.324660 4.660448 0.0 0.0 -0.3 0.350
H -4.359216 9.278809 3.410888 -0.2 -0.2 -0.1 0.349
H -4.172907 5.101255 1.672901 -0.3 0.0 -0.1 0.469
H -2.129530 3.755078 2.125486 -0.3 0.5 0.1 0.441
H 1.624876 5.307704 2.296302 -0.1 0.1 0.8 0.347
H 2.138933 5.963826 3.937505 0.2 -0.4 -0.6 0.377
H 2.584252 4.269103 3.393511 -0.3 0.5 0.3 0.357
H -0.757681 2.661044 5.550355 0.5 0.8 0.1 0.347
H 1.039007 2.557591 5.544196 -0.4 0.6 0.3 0.358
H 0.226117 3.885937 6.529823 -0.1 -0.8 -0.3 0.377
H -0.911528 6.682034 5.111117 -0.5 0.0 -0.4 0.220
H -2.960129 7.994850 4.671561 0.1 -0.4 -0.2 0.379